{
  "formula": "C18H16N2O6",
  "method": "ωB97M-V/def2-TZVPD",
  "symbols": ["C", "C", "O", "C", "C", "C", "C", "N", "C", "C", "O", "C", "O", "C", "C", "C", "C", "O", "C", "C", "C", "O", "N", "O", "C", "C", "H", "H", "H", "H", "H", "H", "H", "H", "H", "H", "H", "H", "H", "H", "H", "H"],
  "xyz": [[2.9935, -4.7325, 4.8058], [3.0388, -4.0968, 3.3732], [2.8778, -2.6836, 3.3528], [1.7954, -2.1961, 2.7000], [0.5683, -2.1792, 3.3002], [-0.5195, -1.6555, 2.5517], [-0.3613, -1.1203, 1.2652], [-1.5149, -0.9783, 0.5073], [-1.3071, -0.4742, -0.7096], [-2.5009, 0.0339, -1.4444], [-2.2601, 1.3898, -2.1185], [-2.4075, 2.5497, -1.3934], [-2.5436, 2.5771, -0.1954], [-2.4607, 3.8654, -2.0343], [-1.9154, 4.0729, -3.3395], [-2.3076, 5.4616, -3.6001], [-3.0262, 5.9361, -2.4241], [-3.0021, 5.0175, -1.4624], [-0.0319, -0.2554, -1.2030], [0.1815, 0.1215, -2.6780], [1.0389, 1.3873, -2.9716], [-0.2698, -0.5768, -3.5847], [0.9717, -0.4184, -0.4186], [2.1274, -0.2785, -0.9323], [0.9400, -0.9410, 0.7872], [1.9940, -1.5022, 1.4987], [3.8712, -4.4514, 5.3963], [3.1588, -5.8067, 4.7342], [2.0107, -4.5601, 5.2138], [3.9910, -4.2784, 2.8851], [2.2797, -4.4803, 2.6524], [0.4124, -2.4864, 4.3470], [-1.5136, -1.7053, 3.0428], [-2.6409, -0.6639, -2.2735], [-3.3969, 0.1254, -0.8138], [-1.4044, 3.4076, -4.0185], [-2.1422, 5.9843, -4.5387], [-3.4204, 6.9536, -2.3620], [2.1178, 1.1062, -3.2700], [1.1519, 2.0342, -2.0975], [0.4567, 1.9958, -3.6578], [2.9696, -1.4986, 1.1281]],
  "atomic_forces_ev_per_a": [[0.6, 0.0, -1.8], [-0.3, -0.8, -0.2], [0.5, 0.4, 0.5], [1.1, 1.4, -1.1], [-3.1, 1.0, -0.2], [0.4, -1.1, 2.3], [-1.8, -1.4, 0.4], [1.2, 1.6, -0.6], [-1.1, 0.2, 2.6], [-0.4, 1.1, -1.0], [0.0, -0.2, 0.2], [-0.7, 0.0, 2.3], [-0.1, -1.1, 0.6], [2.1, -0.6, -4.1], [-2.7, 3.0, 2.7], [-1.1, -0.4, 2.3], [2.9, -0.5, -4.4], [-0.1, -2.0, -0.7], [-2.5, 0.7, -2.2], [1.1, -0.1, -1.2], [0.5, -0.7, 0.5], [0.5, 1.2, 2.1], [4.4, 0.1, -2.8], [1.1, 0.4, -0.3], [-2.2, -1.4, 3.3], [-0.2, -0.7, 0.9], [-0.6, 0.7, 0.2], [-0.4, -0.2, -0.4], [0.0, 0.2, 0.7], [0.3, -0.2, 0.1], [0.3, -0.3, 0.9], [0.2, -0.1, -0.8], [0.7, 0.2, -0.8], [-0.4, 0.6, -0.2], [0.6, -0.1, -0.1], [-0.2, -0.2, 0.3], [-0.1, 0.1, 0.4], [-0.1, -0.7, 0.9], [-2.0, 0.4, 0.0], [0.0, -0.4, 0.3], [0.4, -0.2, -0.7], [1.3, 0.3, -0.7]],
  "nbo_charge": [-0.6371, -0.0589, -0.5238, 0.3093, -0.2390, -0.1638, 0.1121, -0.3705, 0.2008, -0.0988, -0.5341, 0.7432, -0.5762, 0.1374, -0.2366, -0.3253, 0.1225, -0.3595, 0.0160, 0.6138, -0.7141, -0.5180, 0.1277, -0.5405, 0.1420, -0.2461, 0.2228, 0.2172, 0.2119, 0.1827, 0.1761, 0.2339, 0.2352, 0.2331, 0.2396, 0.2451, 0.2293, 0.2185, 0.2695, 0.2267, 0.2240, 0.2520],
  "orbital_gap_ev": 7.8,
  "lumo_energy_ha": -0.033,
  "charge": 0
}


{
  "formula": "C12H14NO2",
  "method": "ωB97M-V/def2-TZVPD",
  "symbols": ["C", "C", "C", "C", "C", "C", "C", "C", "C", "N", "H", "H", "H", "H", "H", "H", "H", "H", "H", "C", "C", "C", "O", "O", "H", "H", "H", "H", "H"],
  "xyz": [[-2.0552, 0.6486, -2.4630], [-1.2611, -1.0476, 0.7328], [-1.4268, -1.1387, -0.6452], [-1.5554, 0.2061, -1.1368], [-1.3178, 0.9924, -0.0520], [-0.9698, -2.1581, 1.5424], [-0.9594, -3.3909, 0.9602], [-1.1957, -3.5206, -0.4360], [-1.3750, -2.4234, -1.2312], [-1.0948, 0.2631, 1.0789], [-0.7191, -1.9123, 2.5688], [-0.7245, -4.3051, 1.4954], [-0.6178, 0.5999, 1.9174], [-1.3691, -4.5162, -0.8083], [-1.3435, 2.0728, -0.0546], [-1.4507, -2.5178, -2.3077], [-2.8883, 0.0300, -2.8099], [-1.3093, 0.5495, -3.2617], [-2.4141, 1.6767, -2.5174], [2.1473, 2.2067, 0.5090], [3.4546, 1.6069, 0.0224], [1.9988, 2.3485, 2.0416], [1.1238, 1.6284, 2.5877], [2.7625, 3.1702, 2.5804], [1.8989, 3.1816, 0.0614], [1.3050, 1.6643, 0.0715], [4.1836, 2.2340, -0.4770], [3.2381, 0.8587, -0.7575], [3.9347, 0.9922, 0.7885]],
  "atomic_forces_ev_per_a": [[0.1, -0.2, -1.1], [1.7, -0.5, 0.7], [-0.4, -0.6, -0.7], [-0.2, -0.1, 0.4], [-0.1, 0.9, -0.2], [0.0, 0.9, 0.1], [-0.1, -0.5, -0.6], [-0.3, -0.1, 0.9], [-0.4, 0.7, -0.3], [-0.7, 0.1, 0.0], [0.0, -0.5, 0.1], [-0.1, 0.2, 0.2], [0.2, 0.2, -0.3], [0.5, -0.2, -0.4], [0.1, 0.0, 0.3], [-0.2, -0.1, 0.0], [-0.1, -0.1, 0.2], [0.1, 0.0, 0.1], [0.1, 0.1, 0.4], [-1.1, 0.7, -0.6], [0.0, -1.3, -0.7], [0.1, 0.1, -0.2], [-0.5, -0.2, 0.1], [0.1, -0.1, 0.1], [0.8, 0.2, 0.2], [0.1, -0.7, 0.5], [0.1, 0.6, 0.5], [-0.1, 0.1, 0.0], [0.1, 0.4, 0.2]],
  "nbo_charge": [-0.6204, 0.1334, -0.0951, -0.1268, 0.0139, -0.2128, -0.2398, -0.2538, -0.2027, -0.5296, 0.2160, 0.2009, 0.4753, 0.1968, 0.2080, 0.1991, 0.2036, 0.2031, 0.2124, -0.5231, -0.6011, 0.7699, -0.8285, -0.7677, 0.1927, 0.1902, 0.1928, 0.1843, 0.2092],
  "orbital_gap_ev": 7.5,
  "lumo_energy_ha": 0.115,
  "charge": -1
}


{
  "formula": "C32H28N9OTi",
  "method": "ωB97M-V/def2-TZVPD",
  "symbols": ["Ti", "C", "C", "N", "C", "C", "N", "C", "C", "C", "C", "C", "N", "C", "C", "N", "C", "C", "N", "C", "C", "C", "N", "C", "C", "H", "H", "H", "H", "H", "H", "H", "H", "H", "H", "H", "H", "C", "C", "C", "C", "C", "C", "C", "C", "C", "C", "H", "H", "H", "H", "H", "H", "H", "H", "H", "H", "H", "H", "H", "H", "N", "C", "O", "C", "C", "N", "C", "N", "H", "H"],
  "xyz": [[0.2147, 0.1319, -0.2829], [-0.6588, 2.6154, 3.3962], [0.0796, 1.8009, 2.5527], [-0.1855, 1.7267, 1.2482], [-1.1809, 2.5108, 0.7914], [-1.9324, 3.2925, 1.6587], [-1.6823, 3.3431, 2.9592], [-1.3069, 2.5645, -0.6812], [-2.0907, 3.4119, -1.4418], [-1.9226, 3.4313, -2.8258], [-0.8660, 2.7100, -3.3879], [-0.1021, 1.8974, -2.5765], [-0.4170, 1.7599, -1.2786], [1.1641, 1.2000, -2.8988], [1.7240, 1.1613, -4.1701], [2.9059, 0.6101, -4.3954], [3.5369, 0.0887, -3.3470], [2.9764, 0.0840, -2.0805], [1.7840, 0.6355, -1.8503], [-2.8207, 4.2411, -3.6803], [-3.3595, 3.6878, -4.8348], [-4.2248, 4.4602, -5.5970], [-4.5578, 5.7118, -5.2954], [-4.0310, 6.2322, -4.1896], [-3.1710, 5.5433, -3.3481], [-0.4152, 2.6662, 4.4498], [0.8887, 1.1903, 2.9241], [-2.7543, 3.8911, 1.2850], [-2.8405, 4.0451, -0.9865], [-0.6490, 2.8266, -4.4413], [1.2020, 1.5846, -5.0195], [4.5133, -0.3490, -3.5104], [3.4874, -0.3698, -1.2424], [-3.1564, 2.6626, -5.1178], [-4.6660, 4.0415, -6.4942], [-4.3081, 7.2542, -3.9575], [-2.7680, 6.0361, -2.4722], [-1.3032, -5.3843, 1.6981], [-1.6974, -3.9532, 1.3271], [-2.8984, -3.4927, 2.1459], [-0.5047, -3.0308, 1.4469], [-0.2295, -2.3081, 2.6091], [0.8694, -1.4728, 2.6874], [1.7377, -1.3026, 1.6037], [2.9601, -0.4236, 1.7103], [1.4817, -2.0536, 0.4517], [0.3791, -2.9046, 0.3861], [-2.1495, -6.0619, 1.5787], [-0.9797, -5.4324, 2.7408], [-0.4850, -5.7547, 1.0792], [-1.9862, -3.9451, 0.2710], [-2.7322, -3.6281, 3.2171], [-3.7786, -4.0808, 1.8851], [-3.1316, -2.4399, 1.9725], [-0.8814, -2.4006, 3.4680], [1.0809, -0.9539, 3.6154], [2.8468, 0.5422, 1.2023], [3.8331, -0.9118, 1.2756], [3.1928, -0.2011, 2.7513], [2.1894, -2.0514, -0.3696], [0.2157, -3.4701, -0.5226], [-3.9671, 0.0380, -0.0427], [-2.7767, -0.3162, -0.5446], [-1.7631, -0.3610, 0.2261], [-2.6252, -0.6072, -1.9295], [-1.3362, -1.0682, -2.2249], [-0.2209, -1.3926, -2.2153], [-3.5992, -0.2639, -2.8944], [-4.3836, 0.0296, -3.6876], [-4.0413, 0.2291, 0.9413], [-4.8005, -0.0049, -0.6056]],
  "atomic_forces_ev_per_a": [[0.6, -1.0, 0.7], [0.1, 0.0, 0.0], [-0.1, 0.0, -0.1], [-0.1, -0.1, 0.2], [-0.1, 0.2, -0.3], [0.0, 0.0, 0.1], [0.0, 0.0, 0.0], [0.2, 0.0, -0.1], [-0.2, 0.0, 0.1], [0.0, 0.0, 0.0], [0.0, 0.0, -0.2], [0.0, 0.0, 0.2], [-0.1, 0.7, -0.4], [-0.4, 0.3, -0.2], [0.1, 0.0, 0.1], [0.0, 0.0, 0.0], [0.0, 0.0, 0.1], [-0.1, 0.1, -0.1], [0.0, -0.3, 0.0], [0.1, -0.1, 0.0], [0.0, 0.0, 0.0], [0.0, 0.0, 0.0], [0.1, 0.0, 0.1], [0.0, 0.0, 0.0], [0.0, 0.0, 0.0], [-0.1, 0.0, 0.0], [0.0, 0.0, 0.0], [0.0, 0.0, 0.0], [0.0, 0.0, 0.0], [0.0, 0.0, 0.0], [0.0, 0.0, 0.0], [0.0, 0.0, -0.1], [0.0, 0.0, 0.0], [0.0, 0.0, 0.0], [0.0, 0.0, 0.0], [0.0, 0.0, 0.0], [0.0, 0.0, 0.0], [0.0, -0.1, 0.1], [0.0, 0.0, -0.1], [-0.1, 0.0, 0.1], [0.0, 0.0, 0.1], [0.0, -0.1, -0.1], [0.1, 0.1, 0.0], [0.0, 0.0, 0.1], [0.1, 0.1, 0.0], [0.1, 0.0, 0.0], [0.0, 0.1, -0.1], [0.0, 0.0, 0.0], [0.0, 0.0, 0.0], [0.0, 0.0, 0.0], [0.0, 0.0, 0.0], [0.0, 0.0, 0.0], [0.0, 0.0, 0.0], [0.0, 0.0, 0.0], [0.0, 0.0, 0.0], [0.0, 0.0, 0.0], [0.0, 0.0, 0.0], [0.0, 0.0, 0.0], [0.0, 0.0, 0.0], [0.0, 0.0, 0.0], [0.0, 0.0, 0.0], [0.0, 0.0, 0.0], [0.2, -0.1, -0.1], [-0.1, 0.1, 0.1], [-0.1, 0.1, 0.0], [-0.2, 0.1, 0.0], [0.0, 0.1, -0.1], [0.1, -0.2, -0.2], [0.0, 0.1, 0.1], [0.0, 0.0, 0.0], [0.0, 0.0, 0.0]],
  "mulliken_charge": [-0.2091, -0.7905, -0.0532, 0.4514, 0.5661, -0.1763, -0.5926, -0.0530, -1.0106, 0.7389, -0.8034, -0.0787, 0.3858, 0.6080, -0.1487, -0.5918, -0.6747, -0.0881, 0.3939, 0.1290, -0.5054, -0.4101, -0.5793, -0.4392, -0.4204, 0.4272, 0.4023, 0.4033, 0.6086, 0.6085, 0.3971, 0.4151, 0.4011, 0.3719, 0.3780, 0.3746, 0.4804, -1.5460, 0.3377, -1.6462, 0.5434, -0.3655, -0.5571, 0.7135, -1.7040, -0.5379, -0.4008, 0.4362, 0.3587, 0.3699, 0.4216, 0.3982, 0.4326, 0.2941, 0.3606, 0.5675, 0.2426, 0.4108, 0.3967, 0.3611, 0.4324, -0.3576, 0.8278, -0.2794, 0.3450, 0.4535, -0.7345, -0.4353, -0.5516, 0.2900, 0.2062],
  "orbital_gap_ev": [6.2, 7.0],
  "lumo_energy_ha": [-0.137, -0.154],
  "charge": 1,
  "multiplicity": 3
}


{
  "formula": "C17H47F2N5O9S2",
  "method": "ωB97M-V/def2-TZVPD",
  "symbols": ["N", "S", "O", "O", "F", "S", "O", "O", "F", "C", "O", "H", "H", "H", "C", "C", "C", "O", "C", "N", "H", "H", "H", "H", "H", "H", "H", "H", "H", "H", "H", "C", "C", "C", "O", "C", "N", "H", "H", "H", "H", "H", "H", "H", "H", "H", "H", "H", "C", "C", "C", "O", "C", "N", "H", "H", "H", "H", "H", "H", "H", "H", "H", "H", "H", "C", "C", "C", "O", "C", "N", "H", "H", "H", "H", "H", "H", "H", "H", "H", "H", "H"],
  "xyz": [[-5.0025, -1.5863, 1.5112], [-5.3174, -1.1459, 2.9087], [-6.6069, -0.5011, 3.2265], [-4.2482, -0.8073, 3.7843], [-5.6213, -2.6595, 3.4752], [-5.5039, -0.0816, 0.8549], [-4.9034, 1.1462, 1.3698], [-6.8229, 0.0525, 0.1917], [-4.5497, -0.2931, -0.3840], [-0.9046, -0.4156, 0.0917], [-1.1347, -1.6705, 0.7466], [-0.1522, -0.5972, -0.6758], [-1.7110, 0.1875, -0.3257], [-0.4081, 0.2772, 0.7710], [-2.0010, -1.7698, -3.1883], [-1.4363, -3.2080, -3.1844], [-0.2264, -3.4650, -4.0642], [0.0851, -4.8034, -4.0780], [1.3279, -5.0164, -4.6993], [-1.1463, -3.5307, -1.8216], [-1.1198, -1.1324, -3.1151], [-2.6877, -1.4917, -2.3888], [-2.6041, -1.5918, -4.0786], [-2.2265, -3.9107, -3.4486], [0.5789, -2.9507, -3.5399], [-0.3301, -3.0241, -5.0556], [1.4598, -4.4399, -5.6149], [1.4018, -6.0916, -4.8628], [2.1859, -4.7219, -4.0950], [-0.5513, -4.3449, -1.8776], [-0.4997, -2.7752, -1.6447], [2.4783, 0.6678, -2.2514], [3.1350, -0.6011, -2.8335], [3.1036, -0.5556, -4.4383], [1.7730, -0.4202, -4.8402], [1.6495, -0.2136, -6.2268], [4.4390, -0.7323, -2.2646], [2.3259, 0.4758, -1.1893], [1.5085, 0.9029, -2.6900], [3.0703, 1.5529, -2.4842], [2.5072, -1.4724, -2.6471], [3.3997, -1.5412, -4.7977], [3.8785, 0.1140, -4.8116], [2.2059, 0.6537, -6.5823], [0.6686, 0.1179, -6.5673], [1.8898, -1.0050, -6.9369], [4.8805, -1.5994, -2.5357], [4.9482, -0.0034, -2.7437], [3.0535, 2.8856, 3.2426], [2.0471, 2.5147, 2.1449], [2.3152, 3.1850, 0.7030], [1.3097, 2.7783, -0.2331], [0.0226, 3.2782, 0.0452], [2.0490, 1.0027, 2.0700], [2.4641, 2.7141, 4.1434], [3.1380, 3.9722, 3.2630], [4.0137, 2.3698, 3.2360], [1.1597, 2.8200, 2.6993], [3.2920, 2.7458, 0.5004], [2.3718, 4.2572, 0.8913], [-0.7361, 2.6084, -0.3596], [-0.0864, 4.2350, -0.4653], [-0.1319, 3.3864, 1.1188], [1.7337, 0.9848, 1.1107], [3.0331, 0.7949, 1.9774], [-3.0462, 2.1422, 4.2914], [-1.6349, 1.5288, 4.1167], [-0.8410, 1.4929, 5.4171], [0.5708, 1.1788, 5.1842], [1.4740, 1.1945, 6.3435], [-1.7317, 0.2067, 3.5685], [-3.6305, 2.0335, 3.3776], [-3.0998, 3.1933, 4.5750], [-3.6201, 1.6657, 5.0862], [-1.1739, 2.0836, 3.2994], [-1.1133, 0.7579, 6.1745], [-0.8822, 2.4879, 5.8603], [1.3385, 0.3616, 7.0334], [1.2966, 2.1265, 6.8802], [2.5059, 1.1337, 5.9978], [-2.3449, -0.4644, 4.0084], [-2.3014, 0.3654, 2.7497]],
  "atomic_forces_ev_per_a": [[-1.1, 3.2, -3.4], [-3.4, -2.8, 8.2], [2.0, -0.3, -1.5], [0.5, 0.7, -0.2], [0.0, 0.3, -0.2], [-0.4, 1.7, -4.8], [-0.9, -1.6, 0.6], [2.6, -1.0, 2.2], [0.2, -0.3, -0.9], [0.6, -1.2, 0.6], [-0.2, 2.2, -0.9], [0.1, 0.0, -0.3], [-0.8, -0.7, 0.1], [0.2, -0.3, 0.7], [0.4, -0.5, -0.8], [-2.3, -0.3, -0.3], [-0.5, 1.9, 0.7], [0.2, -1.0, -0.5], [0.2, -0.6, 0.1], [0.9, 0.2, 0.4], [-0.2, 0.6, -0.3], [0.3, -0.7, 0.4], [0.5, 0.3, -0.4], [-0.2, 0.0, -0.6], [0.5, 0.6, -0.2], [0.0, -0.1, -0.4], [-0.4, -0.1, -0.4], [0.1, 0.1, -0.3], [0.0, 0.1, 0.6], [0.1, -0.5, 0.5], [0.4, 0.2, 1.3], [-0.3, -0.8, -0.4], [-1.9, 0.7, -2.0], [0.5, -1.6, 2.0], [-0.4, 0.8, -1.0], [-0.3, 1.2, -1.1], [0.5, 0.0, -0.3], [0.2, 0.5, 0.0], [-0.1, -0.4, 0.0], [0.4, 0.0, 0.5], [0.0, 0.0, 0.6], [0.5, -0.4, 0.0], [-0.5, 0.9, -0.3], [0.8, 0.1, 0.3], [-0.6, -0.4, 0.9], [0.4, -0.8, 0.6], [0.0, -0.3, 0.0], [0.7, 0.2, 0.3], [-1.0, 1.0, -0.1], [1.0, -0.6, 0.7], [-1.2, -1.3, 2.8], [1.3, -0.2, 0.2], [0.0, 0.4, -0.1], [-0.3, 2.2, -0.9], [0.6, -0.6, 0.3], [0.7, 0.2, -0.2], [0.0, 0.1, -0.1], [-0.8, 0.0, -1.1], [-0.1, 0.3, -1.0], [0.0, 0.3, -0.5], [0.2, -0.2, 0.0], [-0.2, 0.3, 0.2], [-0.2, 0.1, 0.0], [-0.5, -1.4, -0.5], [0.4, -0.5, 0.1], [-0.2, 0.3, 0.7], [-1.1, -0.6, 0.7], [2.1, 0.5, 0.3], [0.8, 0.1, 0.3], [-1.7, 0.3, -1.2], [0.2, -0.7, -1.4], [0.1, -0.1, 0.0], [0.5, 0.3, -0.1], [0.1, -0.5, 0.0], [0.7, 0.5, 0.5], [-1.0, -0.1, -0.2], [-0.1, 0.3, 0.3], [-0.4, -0.2, 0.0], [0.2, 0.1, 0.2], [-0.2, 0.2, -0.3], [0.1, 0.3, 1.0], [0.1, -0.3, -0.7]],
  "mulliken_charge": [-0.2623, 1.0172, -0.5914, -0.5588, -0.3852, 1.0183, -0.5334, -0.6165, -0.2115, 0.3787, -0.3580, -0.2169, 0.2122, -0.0461, -1.0566, 0.3295, 0.0819, -0.4051, -0.7430, -0.5733, 0.1107, 0.2621, 0.4033, 0.4328, -0.4367, 0.4427, 0.3113, 0.2644, 0.2924, 0.3196, 0.0067, -1.2312, 0.8216, -0.9245, -0.1552, -1.0202, -0.7185, 0.0460, 0.3630, 0.5397, -0.1558, 0.3469, 0.4593, 0.3771, 0.3154, 0.3545, 0.2719, 0.3178, -1.3237, 0.6361, -0.8006, -0.1444, -0.6317, -0.4825, 0.1148, 0.3849, 0.3677, 0.0920, 0.3499, 0.3437, 0.1842, 0.3052, 0.2649, -0.0123, 0.3440, -1.5326, 1.6681, -0.8255, -0.2209, -0.8817, -0.5145, 0.2718, 0.4695, 0.3439, -0.6082, 0.3818, 0.3211, 0.2828, 0.3859, 0.2316, 0.3914, -0.0536],
  "orbital_gap_ev": [7.8, 7.7],
  "lumo_energy_ha": [0.074, 0.068],
  "charge": -1,
  "multiplicity": 2
}